P | Formula: C29H47CsFNO10PSb
Source: OMol25
Level of theory: ωB97M-V/def2-TZVPD

For the frontier orbital gap, the calculation gives 3.55 eV. The highest occupied orbital energy comes out at 0.2 eV. Its molecular weight is 874.33 g mol⁻¹. The LUMO energy comes out at 3.707 eV. Its total charge is -2.

Each line ends with the Löwdin charge.
Geometry (Å):
Cs  -0.042  -0.369  0.652  1.274
O  -1.826  0.628  4.127  -0.016
C  -0.794  0.831  3.470  -0.696
O  0.077  -0.017  3.096  -0.364
C  -0.500  2.306  3.119  -0.112
C  0.868  2.565  2.474  -0.268
C  1.269  4.032  2.663  -0.106
C  0.295  4.739  1.679  -0.103
C  -0.449  3.542  1.076  -0.252
O  0.580  2.530  1.050  -0.155
C  -1.471  2.970  2.085  -0.101
C  -2.452  2.070  1.322  -0.641
O  -3.505  2.604  0.931  -0.026
O  -2.045  0.892  1.049  -0.494
H  -0.579  2.832  4.074  0.143
H  1.621  1.820  2.717  0.133
H  2.309  4.191  2.374  0.100
H  1.146  4.356  3.698  0.106
H  0.840  5.278  0.904  0.102
H  -0.390  5.436  2.166  0.107
H  -0.845  3.699  0.076  0.152
H  -2.060  3.775  2.520  0.141
O  -1.477  -0.286  -4.798  0.096
C  -1.138  0.344  -3.664  -0.494
O  -0.015  0.715  -3.443  0.100
C  -2.277  0.489  -2.656  -0.247
N  -3.573  0.140  -3.277  -0.020
C  -4.365  1.384  -3.448  -0.186
C  -3.356  2.517  -3.249  -0.159
C  -2.413  1.937  -2.195  -0.118
H  -2.129  -0.202  -1.828  0.081
H  -4.053  -0.523  -2.684  0.099
H  -2.431  -0.494  -4.670  0.094
H  -5.147  1.440  -2.686  0.111
H  -4.844  1.413  -4.428  0.097
H  -3.842  3.438  -2.923  0.107
H  -2.825  2.728  -4.183  0.110
H  -2.894  1.964  -1.215  0.095
H  -1.443  2.429  -2.132  0.118
C  5.821  -1.694  -1.610  -0.086
C  5.201  -2.204  -0.328  -0.327
O  4.868  -1.115  0.544  -0.305
P  3.270  -0.699  0.485  0.810
O  3.209  0.080  1.924  -0.348
C  3.097  -0.721  3.124  -0.289
C  4.215  -0.344  4.063  -0.078
O  3.291  0.617  -0.462  -0.320
C  3.950  1.844  -0.117  -0.285
C  4.580  2.406  -1.367  -0.076
H  6.113  -2.529  -2.253  0.071
H  6.708  -1.091  -1.397  0.070
H  5.111  -1.073  -2.159  0.073
H  5.889  -2.857  0.210  0.107
H  4.306  -2.798  -0.548  0.081
H  3.147  -1.786  2.871  0.113
H  2.111  -0.523  3.542  0.087
H  5.192  -0.552  3.621  0.069
H  4.124  -0.908  4.996  0.072
H  4.166  0.721  4.304  0.073
H  4.693  1.660  0.661  0.110
H  3.191  2.517  0.288  0.106
H  5.393  1.766  -1.718  0.067
H  4.983  3.404  -1.171  0.070
H  3.839  2.485  -2.164  0.081
C  -4.631  -3.347  0.088  -0.372
Sb  -3.424  -1.607  0.551  1.274
C  -3.085  -2.161  2.595  -0.300
C  -5.163  -0.408  0.932  -0.318
H  -5.408  -3.488  0.845  -0.015
H  -4.004  -4.240  0.038  -0.021
H  -5.099  -3.208  -0.890  -0.020
H  -4.033  -2.517  3.003  -0.004
H  -2.716  -1.300  3.163  -0.012
H  -2.339  -2.956  2.649  0.001
H  -5.725  -0.866  1.750  -0.005
H  -5.794  -0.383  0.038  -0.012
H  -4.863  0.612  1.178  -0.018
F  -1.014  -3.464  -4.847  -0.031
C  -0.523  -3.535  -3.558  -0.336
C  0.784  -3.178  -3.295  -0.064
C  1.287  -3.261  -2.001  -0.085
C  0.505  -3.724  -0.888  -0.417
C  0.992  -3.813  0.425  -0.140
C  -0.855  -4.032  -1.235  -0.105
C  -1.347  -3.946  -2.528  -0.071
H  1.404  -2.808  -4.105  0.104
H  2.310  -2.948  -1.817  0.068
H  2.013  -3.534  0.658  -0.030
H  0.345  -4.100  1.246  -0.002
H  -1.526  -4.345  -0.441  0.078
H  -2.384  -4.191  -2.737  0.100

***

Q | Formula: C29H47CsFNO10PSb
Source: OMol25
Level of theory: ωB97M-V/def2-TZVPD

For the frontier orbital gap, the calculation gives 4.15 eV. The highest occupied orbital energy comes out at -0.3 eV. Its molecular weight is 874.33 g mol⁻¹. The LUMO energy comes out at 3.860 eV. Its total charge is -2.

Each line ends with the Löwdin charge.
Geometry (Å):
Cs  0.875  -0.296  -0.151  1.222
O  -1.585  -1.393  2.469  -0.036
C  -2.010  -0.583  1.623  -0.693
O  -1.845  -0.641  0.373  -0.203
C  -2.845  0.608  2.140  -0.101
C  -4.208  0.723  1.431  -0.254
C  -5.163  1.566  2.292  -0.112
C  -4.579  2.987  2.073  -0.107
C  -3.426  2.689  1.100  -0.265
O  -3.967  1.608  0.327  -0.075
C  -2.269  2.037  1.854  -0.104
C  -0.927  2.045  1.114  -0.738
O  -0.876  2.496  -0.063  -0.169
O  0.046  1.615  1.773  -0.166
H  -2.982  0.455  3.210  0.138
H  -4.609  -0.218  1.060  0.158
H  -6.184  1.496  1.912  0.101
H  -5.160  1.252  3.336  0.104
H  -5.312  3.652  1.613  0.101
H  -4.226  3.452  2.995  0.105
H  -3.131  3.503  0.442  0.126
H  -2.080  2.550  2.800  0.149
O  -3.371  -0.467  -4.247  0.085
C  -2.057  -0.510  -4.047  -0.500
O  -1.295  -1.136  -4.744  0.075
C  -1.629  0.332  -2.839  -0.248
N  -2.798  1.061  -2.344  -0.005
C  -2.631  2.495  -2.665  -0.176
C  -1.471  2.549  -3.663  -0.151
C  -0.584  1.383  -3.226  -0.131
H  -1.285  -0.373  -2.082  0.099
H  -2.917  0.923  -1.342  0.092
H  -3.653  0.142  -3.491  0.095
H  -2.371  3.042  -1.756  0.063
H  -3.551  2.907  -3.083  0.107
H  -0.959  3.510  -3.653  0.092
H  -1.831  2.367  -4.681  0.111
H  -0.009  1.667  -2.345  0.062
H  0.090  1.026  -4.004  0.119
C  -0.610  -7.030  -1.148  -0.087
C  -0.523  -6.582  0.302  -0.344
O  0.356  -5.479  0.452  -0.330
P  -0.357  -3.968  0.375  0.906
O  0.962  -3.141  0.858  -0.434
C  1.200  -3.015  2.270  -0.315
C  2.327  -3.938  2.686  -0.071
O  -0.252  -3.628  -1.204  -0.332
C  0.981  -3.715  -1.943  -0.291
C  0.649  -3.892  -3.406  -0.058
H  -1.239  -7.919  -1.239  0.068
H  0.385  -7.264  -1.530  0.077
H  -1.034  -6.237  -1.765  0.064
H  -0.132  -7.389  0.928  0.106
H  -1.521  -6.324  0.677  0.095
H  0.270  -3.193  2.815  0.099
H  1.469  -1.975  2.456  0.102
H  2.060  -4.980  2.503  0.063
H  2.547  -3.804  3.747  0.073
H  3.227  -3.706  2.115  0.077
H  1.578  -4.543  -1.555  0.112
H  1.558  -2.801  -1.795  0.064
H  0.099  -4.823  -3.565  0.067
H  1.570  -3.923  -3.990  0.080
H  0.041  -3.064  -3.766  0.060
C  0.469  7.339  -0.773  -0.397
Sb  -0.384  5.344  -0.516  1.268
C  0.467  5.123  1.442  -0.323
C  1.252  4.407  -1.534  -0.328
H  1.526  7.338  -0.500  -0.015
H  -0.057  8.062  -0.145  -0.024
H  0.374  7.660  -1.813  -0.023
H  1.459  5.576  1.450  0.000
H  0.545  4.063  1.680  -0.012
H  -0.157  5.616  2.189  -0.006
H  2.190  4.872  -1.227  0.003
H  1.146  4.494  -2.615  -0.008
H  1.253  3.357  -1.250  -0.013
F  9.380  -0.592  0.259  -0.046
C  8.065  -0.646  -0.177  -0.335
C  7.297  -1.766  0.085  -0.082
C  5.986  -1.824  -0.351  -0.091
C  5.357  -0.758  -1.077  -0.389
C  4.029  -0.807  -1.500  -0.162
C  6.216  0.368  -1.314  -0.091
C  7.525  0.420  -0.875  -0.082
H  7.730  -2.596  0.634  0.095
H  5.402  -2.713  -0.133  0.087
H  3.471  -1.733  -1.402  -0.027
H  3.630  -0.039  -2.155  -0.002
H  5.812  1.217  -1.855  0.089
H  8.136  1.294  -1.074  0.095

***

Most stable of them? Q.

***

P | Formula: C2H6FP
Source: OMol25
Level of theory: ωB97M-V/def2-TZVPD

For the frontier orbital gap, the calculation gives 10.52 eV. The highest occupied orbital energy comes out at -9.5 eV. Its molecular weight is 80.04 g mol⁻¹. The LUMO energy comes out at 1.044 eV. Its total charge is 0. As for the SMILES: CPCF.

Each line ends with the Löwdin charge.
Geometry (Å):
C  1.221  0.277  0.697  -0.381
P  -0.077  1.132  -0.299  0.841
C  -1.247  -0.371  -0.468  -0.349
F  -2.278  -0.398  0.575  -0.159
H  0.635  -0.206  1.497  0.031
H  1.960  0.910  1.009  -0.027
H  1.676  -0.722  0.264  0.081
H  0.477  0.964  -1.515  -0.108
H  -1.751  -0.418  -1.375  0.048
H  -0.616  -1.167  -0.386  0.022

***

Q | Formula: C2H6FP
Source: OMol25
Level of theory: ωB97M-V/def2-TZVPD

For the frontier orbital gap (spin up / spin down), the calculation gives 7.93 / 8.54 eV. The highest occupied orbital energy (spin up / spin down) comes out at -8.4 / -8.0 eV. Its molecular weight is 80.04 g mol⁻¹. The LUMO energy (spin up / spin down) comes out at -0.469 / 0.515 eV. Its total charge is 0.

Each line ends with the Löwdin charge.
Geometry (Å):
C  0.633  -1.061  -1.481  -0.509
C  -0.535  0.895  2.081  -0.153
F  -1.097  2.043  2.157  0.000
P  0.486  0.720  -1.110  0.695
H  0.072  -1.367  -2.417  0.039
H  0.063  -1.375  -0.604  -0.013
H  1.624  -1.530  -1.445  0.017
H  -1.071  -0.032  2.313  0.048
H  0.411  0.689  2.543  0.036
H  -0.584  1.019  -2.036  -0.160

***

Most stable of them? P.